Density functional theory data (wB97M-V/def2-TZVPD) for a molecular structure, C30H23ClN2O3ScTe.

Cartesian coordinates (Å):
Sc: -16.0401 -6.0011 6.9266
Cl: -22.9773 -4.0881 6.6046
C: -21.2366 -4.0301 6.5421
C: -20.5678 -3.3501 5.5658
C: -19.2285 -3.6038 5.4837
C: -18.5432 -4.3444 6.4396
O: -17.2142 -4.5335 6.3194
C: -19.2656 -5.0925 7.4692
C: -18.6979 -5.9372 8.4823
N: -17.3922 -6.3932 8.5425
C: -16.9607 -7.0702 9.6118
C: -17.7307 -7.7485 10.6270
C: -17.0702 -8.3848 11.6669
C: -15.6959 -8.3783 11.7702
C: -14.9152 -7.8029 10.7818
C: -13.4974 -7.6904 10.8280
C: -12.7807 -6.9368 9.9080
C: -13.5111 -6.2552 8.9301
N: -14.8145 -6.4462 8.7303
C: -15.5554 -7.0999 9.7035
C: -20.6287 -4.8112 7.5098
H: -21.0684 -2.7818 4.7896
H: -18.5390 -3.1146 4.7950
H: -19.3629 -6.2983 9.2808
H: -18.7982 -7.6888 10.5953
H: -17.6626 -8.8045 12.4285
H: -15.2115 -8.9394 12.5442
H: -12.9521 -8.1397 11.6225
H: -11.8085 -6.6107 10.1297
H: -12.9296 -5.6837 8.2345
H: -21.2119 -5.3566 8.2457
O: -12.1661 -5.5818 5.3310
C: -13.2986 -5.0964 5.4458
O: -14.3736 -5.8204 5.6378
H: -13.3742 -4.0049 5.4575
Te: -14.0816 -8.8799 6.0372
C: -14.1070 -11.0746 5.9902
C: -14.3878 -11.6766 7.2169
C: -14.0446 -12.9916 7.3963
C: -13.6946 -13.7865 6.2997
C: -13.5776 -13.1964 5.0217
C: -13.7256 -11.7942 4.8825
C: -13.8698 -8.6479 3.9269
C: -14.8940 -9.0585 3.0642
C: -14.7761 -8.7443 1.7198
C: -13.6532 -8.0668 1.2584
C: -12.6864 -7.6046 2.1577
C: -12.7456 -7.9730 3.4772
H: -14.7999 -11.1100 8.0601
H: -14.2381 -13.4116 8.3473
H: -13.4322 -14.8405 6.4052
H: -13.2606 -13.8112 4.1989
H: -13.4989 -11.2582 3.9462
H: -15.8579 -9.3921 3.5385
H: -15.5368 -9.1437 1.0120
H: -13.5650 -7.7990 0.2224
H: -11.8754 -6.9819 1.8489
H: -11.9940 -7.5766 4.1224
C: -16.1089 -8.2909 6.2437
H: -16.5508 -8.6998 7.0746
H: -16.5679 -8.7902 5.3699

Cartesian forces (eV/Å) of the 2 atoms listed first:
0.37 -0.15 0.08
-0.63 0.46 -0.21

The calculation puts the LUMO energy (spin up / spin down) at 2.03 / 2.03 eV. Its charge is -1. Its energy above the lowest of the compared OMol25 structures with the same formula, charge and spin is 1.101 eV. As for the orbital gap (spin up / spin down): 0.161 / 0.145 Eh. The calculation puts the HOMO energy (spin up / spin down) at -2.365 / -1.928 eV.

Charges in e, computed with Mulliken, in the same order as the atoms:
1. Sc 0.676
2. Cl -0.282
3. C 0.625
4. C -0.712
5. C -0.381
6. C 0.570
7. O -0.806
8. C 0.608
9. C -0.496
10. N -0.024
11. C 0.227
12. C -1.003
13. C -0.638
14. C -1.029
15. C 0.872
16. C -0.830
17. C -0.922
18. C -0.430
19. N 0.370
20. C 0.540
21. C -1.368
22. H 0.366
23. H 0.339
24. H 0.057
25. H 0.304
26. H 0.436
27. H 0.347
28. H 0.424
29. H 0.457
30. H 0.408
31. H 0.365
32. O -0.575
33. C -0.146
34. O -0.356
35. H 0.424
36. Te 0.867
37. C 0.601
38. C -0.597
39. C -0.723
40. C -0.376
41. C -0.607
42. C -0.291
43. C 0.380
44. C 0.010
45. C -0.578
46. C -0.511
47. C -0.467
48. C -0.741
49. H 0.392
50. H 0.395
51. H 0.340
52. H 0.360
53. H 0.355
54. H 0.162
55. H 0.333
56. H 0.374
57. H 0.427
58. H 0.480
59. C -1.152
60. H 0.533
61. H 0.616

---

Density functional theory data (wB97M-V/def2-TZVPD) for 10 unconnected molecules or ions with the total composition H20O10.

Cartesian coordinates (Å):
O: -2.1448 -0.9980 0.1306
H: -3.0219 -1.2542 -0.1745
H: -2.0248 -1.5300 0.9141
O: 0.3567 -1.6198 2.9435
H: 0.7733 -0.9147 2.4028
H: 1.0796 -2.1231 3.3505
O: -0.2308 -1.8930 -2.4189
H: -0.8623 -1.1930 -2.6734
H: -0.0004 -1.8243 -1.4725
O: -2.0809 2.3701 0.1601
H: -1.2620 1.9200 0.0315
H: -1.9530 3.2321 0.4597
O: 2.0685 0.0814 1.8454
H: 2.4300 0.0839 0.9255
H: 2.7712 0.3017 2.4636
O: 0.8347 -2.0424 0.2700
H: 1.3070 -2.8718 0.1846
H: 0.2087 -2.2999 0.9592
O: 2.9379 0.1649 -0.6796
H: 3.7696 0.5460 -0.4044
H: 2.8561 0.3995 -1.5980
O: -0.0650 0.5281 -0.5966
H: 0.5233 -0.1874 -0.4934
H: -0.9563 0.1315 -0.6517
O: 1.0641 2.8316 0.2345
H: 0.8274 1.9140 0.1580
H: 0.6481 3.1296 -0.5927
O: -3.7143 1.0319 -1.8631
H: -3.0665 1.5161 -1.3125
H: -3.0732 0.5692 -2.5023

Cartesian forces (eV/Å) of the 2 atoms listed first:
-0.50 -0.23 -0.28
-0.08 0.28 -0.22

The calculation puts the LUMO energy at 0.06 eV. Its energy above the lowest of the compared OMol25 structures with the same formula, charge and spin is 2.721 eV. As for the orbital gap: 0.403 Eh. As for the SMILES: O.O.O.O.O.O.O.O.O.O. The calculation puts the HOMO energy at -10.896 eV.

Charges in e, computed with Mulliken, in the same order as the atoms:
1. O -0.490
2. H 0.281
3. H 0.236
4. O -0.687
5. H 0.473
6. H 0.273
7. O -0.638
8. H 0.328
9. H 0.392
10. O -0.662
11. H 0.507
12. H 0.295
13. O -0.624
14. H 0.385
15. H 0.260
16. O -0.559
17. H 0.233
18. H 0.272
19. O -0.627
20. H 0.262
21. H 0.286
22. O -0.576
23. H 0.144
24. H 0.139
25. O -0.696
26. H 0.422
27. H 0.343
28. O -0.632
29. H 0.350
30. H 0.311

---

Density functional theory data (wB97M-V/def2-TZVPD) for 2 unconnected molecules or ions with the total composition C5H5NO.

Cartesian coordinates (Å):
O: 1.7183 1.3832 -1.6205
C: 0.5735 1.4225 -1.4259
C: 0.1463 0.6894 0.4724
C: -1.0308 -0.1115 0.9289
C: 0.2300 -0.8154 0.4851
C: 0.2102 -1.5000 -0.7935
N: 0.1710 -2.0060 -1.8353
H: -0.4183 1.3791 -0.9393
H: 0.7376 1.2231 1.2144
H: -1.9039 -0.2021 0.2825
H: -1.2686 -0.1532 1.9896
H: 0.8346 -1.3091 1.2414

Cartesian forces (eV/Å) of the 2 atoms listed first:
-1.01 0.02 0.19
1.06 0.02 -0.30

The calculation puts the LUMO energy at 0.30 eV. Its energy above the lowest of the compared OMol25 structures with the same formula, charge and spin is 5.139 eV. As for the orbital gap: 0.329 Eh. The calculation puts the HOMO energy at -8.653 eV.

Charges in e, computed with Mulliken, in the same order as the atoms:
1. O -0.275
2. C 0.064
3. C -0.605
4. C -0.672
5. C 0.131
6. C 0.113
7. N -0.450
8. H 0.509
9. H 0.305
10. H 0.261
11. H 0.269
12. H 0.351

---

Density functional theory data (wB97M-V/def2-TZVPD) for C6H10 in the gas phase.

Cartesian coordinates (Å):
C: -0.6172 1.4974 -1.3553
C: -0.4405 0.2624 -0.5515
C: -1.1077 -0.0546 0.5801
C: -0.3275 -1.0646 1.3797
C: 1.0647 -0.7678 0.7782
C: 0.8599 -0.4733 -0.6995
H: -1.4507 1.4506 -2.0571
H: -0.8289 2.2036 -0.4439
H: 0.1631 2.0458 -1.9153
H: -2.0294 0.3996 0.9554
H: -0.3461 -0.9115 2.4688
H: -0.6734 -2.1004 1.1965
H: 1.5011 0.2832 1.1217
H: 1.8080 -1.5389 0.9885
H: 0.7314 -1.3560 -1.3376
H: 1.6932 0.1244 -1.1087

Cartesian forces (eV/Å) of the 2 atoms listed first:
-1.67 2.48 1.56
0.61 0.53 0.13

The calculation puts the LUMO energy at 1.14 eV. Its energy above the lowest of the compared OMol25 structures with the same formula, charge and spin is 1.188 eV. As for the orbital gap: 0.358 Eh. As for the SMILES: CC1=CCCC1. The calculation puts the HOMO energy at -8.607 eV.

Charges in e, computed with Mulliken, in the same order as the atoms:
1. C -1.107
2. C 0.481
3. C -0.481
4. C -0.525
5. C -0.646
6. C -0.693
7. H 0.247
8. H 0.240
9. H 0.342
10. H 0.399
11. H 0.305
12. H 0.251
13. H 0.221
14. H 0.346
15. H 0.308
16. H 0.311

---

Density functional theory data (wB97M-V/def2-TZVPD) for C3H9N3O in the gas phase.

Cartesian coordinates (Å):
C: -0.9648 1.8801 -0.5843
C: -0.3467 0.6985 -0.6949
N: -0.3712 -0.1204 -1.8185
N: 0.3411 0.1119 0.3815
N: 0.6947 0.9164 1.4460
O: 1.2191 -0.9845 0.0935
C: 0.0938 -1.9433 0.7255
H: -0.9659 2.4209 0.3430
H: -1.5430 2.2681 -1.4052
H: -0.6872 0.3493 -2.6525
H: 0.4904 -0.6379 -1.9403
H: 1.6239 1.3115 1.2961
H: 0.7035 0.3658 2.3007
H: 0.6640 -2.8681 0.6870
H: -0.1902 -1.7570 1.7631
H: -0.7614 -2.0111 0.0592

Cartesian forces (eV/Å) of the 2 atoms listed first:
-0.12 0.06 -0.01
0.69 0.20 0.13

The calculation puts the LUMO energy at 0.98 eV. Its energy above the lowest of the compared OMol25 structures with the same formula, charge and spin is 4.939 eV. As for the orbital gap: 0.308 Eh. As for the SMILES: C=C(N)N(N)OC. The calculation puts the HOMO energy at -7.396 eV.

Charges in e, computed with Mulliken, in the same order as the atoms:
1. C -1.027
2. C 0.568
3. N -0.508
4. N 0.337
5. N -0.751
6. O -0.412
7. C -0.457
8. H 0.334
9. H 0.240
10. H 0.232
11. H 0.248
12. H 0.208
13. H 0.229
14. H 0.307
15. H 0.217
16. H 0.236

---

Density functional theory data (wB97M-V/def2-TZVPD) for a molecular structure, C4H22NO6.

Cartesian coordinates (Å):
C: -1.4956 -0.7220 -1.0558
C: -2.0981 -1.2815 0.2331
C: -2.7968 -0.2720 1.0418
C: -1.9568 1.0355 1.3506
O: -0.8575 0.7611 2.3732
N: -0.0481 -0.2874 -0.9478
H: -2.2074 -0.0394 -1.4193
H: -1.3829 -1.6223 -1.8416
H: -3.0628 -2.1504 -0.2099
H: -1.3888 -1.7873 0.7930
H: -3.2127 -0.5504 1.8585
H: -3.8410 0.0127 0.1859
H: -1.3773 1.3698 0.5068
H: -2.6261 1.6929 1.8779
H: -0.9574 -0.1661 2.7396
H: 0.2823 -0.0444 -1.9064
H: 0.5860 -1.1087 -0.5284
H: 0.1054 0.6047 -0.5365
H: 3.5851 1.3570 1.4142
H: 2.9829 0.6172 0.1244
O: 2.8272 1.1553 0.8862
H: 1.6900 -0.8464 1.9789
H: 0.6890 0.0663 1.5551
O: 1.1012 -0.6910 1.3860
H: 2.4659 -2.2265 -0.4942
H: 1.4722 -2.6594 0.6507
O: 1.6257 -2.7737 -0.3046
H: 1.5400 2.3072 -0.8974
H: 0.7551 3.4840 -1.3435
O: 0.6425 2.5023 -1.2815
H: 2.7267 1.3542 -2.3740
H: 2.0446 0.4151 -3.4049
O: 2.1874 0.4939 -2.4100

Cartesian forces (eV/Å) of the 2 atoms listed first:
1.18 -4.35 -0.81
-3.23 -2.37 -2.78

The calculation puts the LUMO energy at -3.03 eV. Its charge is +1. Its energy above the lowest of the compared OMol25 structures with the same formula, charge and spin is 4.274 eV. As for the orbital gap: 0.399 Eh. The calculation puts the HOMO energy at -13.903 eV.

Charges in e, computed with Mulliken, in the same order as the atoms:
1. C -0.757
2. C -0.354
3. C -1.020
4. C -0.275
5. O -0.621
6. N 0.006
7. H 0.486
8. H 0.389
9. H 0.262
10. H 0.376
11. H 0.573
12. H 0.286
13. H 0.233
14. H 0.322
15. H 0.339
16. H 0.384
17. H 0.254
18. H 0.086
19. H 0.284
20. H 0.303
21. O -0.601
22. H 0.252
23. H 0.270
24. O -0.439
25. H 0.351
26. H 0.356
27. O -0.685
28. H 0.235
29. H 0.318
30. O -0.629
31. H 0.326
32. H 0.303
33. O -0.613

---

Density functional theory data (wB97M-V/def2-TZVPD) for a molecular structure, C38H41BrN3OOsP.

Cartesian coordinates (Å):
Os: -0.1934 -0.8157 -0.2579
Br: -6.3508 -3.2327 3.1573
C: -4.7646 -2.4265 2.5581
C: -4.2470 -1.3173 3.2358
C: -3.0850 -0.7129 2.8100
C: -2.3966 -1.1839 1.6879
O: -1.2960 -0.5182 1.3426
C: -2.9078 -2.3140 1.0067
C: -2.2827 -2.9376 -0.1119
N: -1.1872 -2.5408 -0.6915
C: -0.6031 -3.2744 -1.7739
C: -0.9529 -4.5350 -2.1778
C: -0.3175 -5.1336 -3.2862
C: 0.6593 -4.4765 -3.9762
C: 1.0635 -3.1843 -3.5654
C: 2.0692 -2.4397 -4.2202
C: 2.4136 -1.1964 -3.7599
C: 1.7770 -0.6995 -2.6196
N: 0.8344 -1.3696 -1.9765
C: 0.4402 -2.5997 -2.4500
C: -4.1001 -2.9182 1.4656
H: -4.7682 -0.9342 4.1031
H: -2.6819 0.1402 3.3392
H: -2.7735 -3.8257 -0.4985
H: -1.7123 -5.1009 -1.6566
H: -0.6183 -6.1281 -3.5844
H: 1.1400 -4.9337 -4.8308
H: 2.5618 -2.8633 -5.0867
H: 3.1748 -0.6024 -4.2441
H: 2.0489 0.2624 -2.2003
H: -4.4855 -3.7848 0.9434
C: -1.7160 0.7568 -3.4606
C: -0.9763 1.9162 -2.7832
C: -1.6237 3.2479 -3.1676
P: -0.8023 1.5774 -0.9776
C: -2.2014 2.2102 0.0352
C: -2.3367 3.7252 0.1667
C: -3.5078 1.5510 -0.4137
C: 0.7007 2.4088 -0.3867
C: 1.0167 3.7255 -0.6519
C: 2.1506 4.3419 -0.1033
C: 2.4812 5.7676 -0.4092
C: 2.9728 3.5867 0.7492
C: 2.6901 2.2758 1.0379
C: 1.5538 1.6496 0.4700
N: 1.2690 0.3503 0.6990
C: 1.8573 -0.3465 1.8107
C: 1.4727 0.0339 3.1088
C: 0.6083 1.2340 3.3843
C: 1.9492 -0.7233 4.1677
C: 2.8002 -1.8102 3.9838
C: 3.2767 -2.6179 5.1553
C: 3.1958 -2.1219 2.6899
C: 2.7387 -1.4105 1.5879
C: 3.2566 -1.7650 0.2208
H: -1.7298 0.9146 -4.5396
H: -2.7528 0.7010 -3.1260
H: -1.2453 -0.2086 -3.2669
H: 0.0628 1.9177 -3.1329
H: -2.6832 3.2539 -2.9122
H: -1.5503 3.3744 -4.2485
H: -1.1558 4.1130 -2.7036
H: -1.9372 1.8056 1.0193
H: -2.6564 4.1962 -0.7602
H: -1.4128 4.1964 0.5010
H: -3.0976 3.9390 0.9191
H: -3.8470 1.9470 -1.3720
H: -4.2887 1.7601 0.3182
H: -3.4183 0.4657 -0.5040
H: 0.3755 4.3206 -1.2885
H: 1.7048 6.2464 -1.0020
H: 3.4211 5.8304 -0.9617
H: 2.6153 6.3368 0.5119
H: 3.8517 4.0500 1.1802
H: 3.3396 1.6953 1.6808
H: -0.2095 1.3260 2.6724
H: 1.1970 2.1535 3.3415
H: 0.1883 1.1679 4.3865
H: 1.6534 -0.4483 5.1737
H: 3.3795 -1.9992 6.0456
H: 4.2368 -3.0881 4.9491
H: 2.5622 -3.4105 5.3864
H: 3.9007 -2.9300 2.5300
H: 4.2780 -2.1352 0.2984
H: 3.2708 -0.9026 -0.4431
H: 2.6631 -2.5552 -0.2474

Cartesian forces (eV/Å) of the 2 atoms listed first:
0.27 0.06 0.16
-0.02 -0.02 0.00

The calculation puts the LUMO energy (spin up / spin down) at -6.41 / -7.47 eV. Its charge is +2. Its energy above the lowest of the compared OMol25 structures with the same formula, charge and spin is 0.000 eV. As for the orbital gap (spin up / spin down): 0.222 / 0.214 Eh. The calculation puts the HOMO energy (spin up / spin down) at -12.444 / -13.295 eV. Its spin multiplicity is 5.

Charges in e, computed with Mulliken, in the same order as the atoms:
1. Os 0.529
2. Br -0.127
3. C -0.505
4. C -0.424
5. C -0.697
6. C 0.326
7. O -0.383
8. C 0.198
9. C 0.513
10. N 0.497
11. C 0.791
12. C -0.938
13. C -1.057
14. C -0.938
15. C 0.982
16. C -0.838
17. C -1.217
18. C -0.221
19. N 0.751
20. C 0.097
21. C -0.922
22. H 0.469
23. H 0.464
24. H 0.288
25. H 0.430
26. H 0.430
27. H 0.475
28. H 0.481
29. H 0.525
30. H 0.514
31. H 0.527
32. C -1.269
33. C 0.992
34. C -1.507
35. P 0.428
36. C 1.281
37. C -1.517
38. C -1.569
39. C -0.396
40. C -0.103
41. C 0.480
42. C -1.706
43. C -1.056
44. C -0.671
45. C 0.474
46. N 0.681
47. C -1.089
48. C 1.469
49. C -1.326
50. C -0.926
51. C 0.532
52. C -1.609
53. C -0.844
54. C 0.982
55. C -1.534
56. H 0.508
57. H 0.270
58. H 0.199
59. H 0.429
60. H 0.322
61. H 0.489
62. H 0.287
63. H -0.169
64. H 0.255
65. H 0.401
66. H 0.459
67. H 0.326
68. H 0.439
69. H 0.289
70. H 0.067
71. H 0.351
72. H 0.370
73. H 0.392
74. H 0.485
75. H 0.639
76. H -0.022
77. H 0.377
78. H 0.506
79. H 0.483
80. H 0.409
81. H 0.398
82. H 0.292
83. H 0.499
84. H 0.590
85. H 0.200
86. H 0.241